{
  "formula": "C6H13NO",
  "method": "wB97M-V/def2-TZVPD",
  "lumo_energy_ev": 0.9,
  "de_lowest_kcal_mol": 44.6,
  "charge": 0,
  "homo_energy_ev": -7.9552,
  "elements": ["C", "C", "N", "C", "C", "C", "C", "H", "H", "H", "H", "H", "H", "H", "H", "H", "H", "H", "H", "H", "O"],
  "coordinates": [[0.95101, 0.79024, -1.35002], [1.01313, 2.11502, -1.44503], [0.85973, 2.81425, -2.65878], [1.15050, 0.04970, -0.05059], [-0.01320, -0.85176, 0.29495], [0.11345, -2.11468, 0.66492], [-1.00499, -2.99528, 1.14070], [0.64074, 0.18801, -2.20443], [1.17135, 2.77150, -0.58731], [1.13954, 3.77996, -2.62461], [1.27890, 2.36648, -3.45711], [1.33247, 0.72476, 0.78221], [2.03517, -0.56391, -0.17217], [-0.97397, -0.33966, 0.22007], [1.10607, -2.55670, 0.68483], [-1.97125, -2.77719, 0.68919], [-0.82126, -4.04834, 0.93129], [-1.08423, -2.90636, 2.22715], [-2.20012, 0.56905, 1.82675], [-2.72808, 1.56296, 2.85239], [-1.99497, 1.42196, 2.23558]]
}


{
  "formula": "C24H29N3O3",
  "method": "wB97M-V/def2-TZVPD",
  "lumo_energy_ev": 0.6,
  "de_lowest_kcal_mol": 49.1,
  "charge": 0,
  "homo_energy_ev": -8.6891,
  "elements": ["O", "C", "N", "C", "H", "C", "H", "H", "C", "C", "C", "H", "C", "H", "H", "H", "H", "H", "H", "H", "H", "C", "C", "C", "C", "C", "C", "H", "H", "O", "C", "C", "H", "H", "C", "N", "C", "O", "C", "C", "C", "C", "N", "C", "H", "H", "H", "H", "C", "C", "H", "H", "H", "H", "H", "H", "H", "H", "H"],
  "coordinates": [[0.30933, 4.16905, -1.83216], [1.23397, 3.42267, -1.55941], [2.52332, 3.83230, -1.58304], [3.65286, 2.95484, -1.38882], [4.10407, 3.14367, -0.40453], [4.73043, 3.11042, -2.47028], [5.34016, 2.20509, -2.45003], [5.38968, 3.94601, -2.22865], [4.15770, 3.31975, -3.87431], [3.92133, 4.79524, -4.20092], [2.73380, 5.41133, -3.46634], [2.70132, 6.48166, -3.67790], [2.77715, 5.21240, -1.95001], [1.98671, 5.81795, -1.49736], [3.74062, 5.51559, -1.53727], [1.80270, 4.97358, -3.82949], [4.82823, 5.35732, -3.96204], [3.74926, 4.89651, -5.27486], [4.86603, 2.91995, -4.60317], [3.22499, 2.76259, -3.98015], [3.28296, 1.92751, -1.39783], [0.97517, 2.00476, -1.15091], [1.19334, 1.58112, 0.15232], [0.85346, 0.30024, 0.55304], [0.29188, -0.58691, -0.35957], [0.06970, -0.15979, -1.67069], [0.39493, 1.12194, -2.05636], [0.20027, 1.44900, -3.06662], [-0.36873, -0.85638, -2.36789], [-0.06471, -1.87481, -0.10419], [-0.01122, -2.38895, 1.21535], [-1.17814, -1.86669, 2.06617], [-1.06178, -2.23440, 3.08726], [-1.17495, -0.77605, 2.08474], [-2.51058, -2.35246, 1.48678], [-2.52303, -3.79287, 1.40659], [-3.21482, -4.62365, 2.22016], [-3.01832, -5.82533, 2.25630], [-4.29231, -4.00396, 3.05277], [-4.27210, -4.13570, 4.43701], [-5.32566, -3.62257, 5.17489], [-6.36619, -3.00712, 4.49506], [-6.40793, -2.90082, 3.17764], [-5.40416, -3.39076, 2.47639], [-5.48993, -3.29574, 1.40126], [-7.21038, -2.58412, 5.02330], [-5.34125, -3.70273, 6.25063], [-3.44246, -4.63415, 4.91721], [-1.47036, -4.32882, 0.56920], [-0.09897, -3.91376, 1.09957], [0.06414, -4.35399, 2.08411], [0.67626, -4.27101, 0.42201], [-1.60059, -3.94243, -0.44576], [-1.56825, -5.41537, 0.56625], [-2.62874, -1.94640, 0.47585], [-3.33556, -1.99987, 2.10582], [0.94692, -2.12014, 1.68413], [1.03476, 0.01256, 1.57695], [1.62367, 2.26267, 0.87178]]
}


{
  "formula": "C31H27N2O3PtS",
  "method": "wB97M-V/def2-TZVPD",
  "lumo_energy_ev": -4.4,
  "de_lowest_kcal_mol": 39.9,
  "charge": 1,
  "homo_energy_ev": -10.4866,
  "elements": ["Pt", "C", "O", "C", "C", "C", "C", "C", "C", "N", "N", "C", "C", "O", "C", "C", "C", "C", "C", "C", "C", "C", "H", "H", "H", "H", "H", "H", "H", "H", "H", "H", "H", "H", "H", "O", "S", "C", "C", "C", "C", "C", "C", "C", "C", "C", "C", "C", "C", "C", "C", "H", "H", "H", "H", "H", "H", "H", "H", "H", "H", "H", "H", "H", "H"],
  "coordinates": [[1.74255, -1.71764, -0.11713], [1.82141, -2.25515, 3.83171], [2.05942, -1.41065, 2.71315], [1.65731, -0.12324, 2.78180], [1.06188, 0.42718, 3.90884], [0.76712, 1.78162, 3.96183], [1.09988, 2.60540, 2.90055], [1.65415, 2.06152, 1.75650], [1.88884, 0.69134, 1.64969], [2.37890, 0.13826, 0.42829], [2.61285, 0.95288, -0.52110], [3.22436, 0.65222, -1.65649], [3.62184, -0.68711, -2.00636], [3.32761, -1.71188, -1.30577], [4.38742, -0.87901, -3.18773], [4.63012, 0.14668, -4.03728], [4.15446, 1.47451, -3.79089], [4.34282, 2.50465, -4.72650], [3.91211, 3.77985, -4.46153], [3.31047, 4.06415, -3.23096], [3.09712, 3.06480, -2.30918], [3.49098, 1.74634, -2.58064], [0.75645, -2.32206, 4.06267], [2.37034, -1.90208, 4.70565], [2.18358, -3.23715, 3.54402], [0.84002, -0.19234, 4.76657], [0.29589, 2.18598, 4.84801], [0.92344, 3.67110, 2.96650], [1.90004, 2.68408, 0.90972], [4.75465, -1.87753, -3.38544], [5.20338, -0.02833, -4.94052], [4.82599, 2.27421, -5.66890], [4.04266, 4.56556, -5.19301], [3.00966, 5.07841, -3.00383], [2.61541, 3.27941, -1.36642], [-0.12748, -2.03647, 0.74457], [-0.91570, -0.71188, 0.83438], [-1.66177, -0.49838, -0.84050], [-2.25615, -1.76545, -1.36529], [-1.44578, -2.74587, -1.93208], [-1.98576, -3.96195, -2.32079], [-3.34117, -4.20768, -2.15384], [-4.16202, -3.22212, -1.62288], [-3.62143, -2.00779, -1.22728], [-2.35339, -1.22667, 1.79670], [-3.36908, -0.12601, 1.93749], [-4.72389, -0.41765, 1.82145], [-5.67228, 0.57964, 1.99688], [-5.27196, 1.87645, 2.28527], [-3.92165, 2.17646, 2.39442], [-2.97210, 1.17979, 2.22519], [-0.81326, -0.15817, -1.43576], [-2.38842, 0.30759, -0.72890], [-0.39097, -2.54708, -2.08638], [-1.34914, -4.72075, -2.75772], [-3.76124, -5.16083, -2.44702], [-5.22504, -3.39760, -1.51456], [-4.26211, -1.23293, -0.82143], [-1.92552, -1.50015, 2.76470], [-2.74944, -2.12351, 1.31915], [-5.03743, -1.43360, 1.60789], [-6.72446, 0.34162, 1.91057], [-6.01263, 2.65294, 2.42642], [-3.60724, 3.18764, 2.61844], [-1.91657, 1.41443, 2.32504]]
}


{
  "formula": "C2H5BrNO2",
  "method": "wB97M-V/def2-TZVPD",
  "lumo_energy_ev": -4.8,
  "de_lowest_kcal_mol": 31.9,
  "charge": 1,
  "homo_energy_ev": -14.3266,
  "elements": ["C", "C", "N", "O", "O", "Br", "H", "H", "H", "H", "H"],
  "coordinates": [[0.69431, 0.96145, -1.49916], [0.43551, 1.50106, -0.28711], [-0.13617, 0.66986, 0.82421], [0.79129, 0.61090, -2.56328], [-0.23714, -1.95784, 0.43696], [-0.88857, -2.77475, -1.04647], [0.73687, 2.50295, -0.12237], [-0.51376, -2.61053, 1.11127], [-0.12049, -0.35795, 0.45696], [-1.06329, 1.04038, 0.98988], [0.30145, 0.41447, 1.69912]]
}


{
  "formula": "C4H12N4",
  "method": "wB97M-V/def2-TZVPD",
  "lumo_energy_ev": 0.8,
  "de_lowest_kcal_mol": 54.7,
  "charge": 0,
  "homo_energy_ev": -8.0503,
  "elements": ["C", "N", "N", "C", "N", "H", "H", "H", "H", "H", "H", "H", "C", "C", "N", "H", "H", "H", "H", "H"],
  "coordinates": [[-1.72803, 1.54322, -1.75941], [-0.51668, 0.94575, -1.19768], [0.51769, 0.56604, -2.09806], [-0.10187, 1.35139, 0.05432], [-0.84757, 1.80448, 1.00669], [1.08534, -0.16947, -1.67486], [0.10709, 0.12691, -2.92592], [-0.25308, 2.00024, 1.82035], [0.98410, 1.24141, 0.21895], [-2.51804, 1.63848, -1.00771], [-1.50629, 2.53662, -2.16413], [-2.11907, 0.91771, -2.56869], [0.30993, -2.14749, 2.26774], [1.01634, -1.69624, 1.03130], [2.13250, -1.05401, 1.09357], [2.48370, -0.84536, 0.15342], [0.56137, -1.95940, 0.06130], [0.75975, -1.70162, 3.15791], [-0.74278, -1.86190, 2.20248], [0.37560, -3.23676, 2.32843]]
}


{
  "formula": "C2H2ClN2O3",
  "method": "wB97M-V/def2-TZVPD",
  "lumo_energy_ev": [3.9, 2.1],
  "spin_multiplicity": 3,
  "s_squared": 2.03,
  "charge": -1,
  "homo_energy_ev": [-2.5812, -5.6682],
  "elements": ["C", "C", "N", "N", "O", "O", "O", "Cl", "H", "H"],
  "coordinates": [[0.35890, 2.52609, 0.37150], [0.02572, -0.61737, -0.60249], [-0.01456, -1.87384, -0.45348], [-0.44935, -2.76350, 0.29748], [-0.11546, 3.57152, 0.05247], [1.33268, 1.93658, 0.73103], [0.07182, -3.86405, 0.47099], [-1.38646, 1.23369, 0.61375], [0.62339, -0.08074, 0.01053], [-0.44666, -0.06839, -1.49178]]
}


Computed values of M (unit: u) for the preceding records, in sequence: 115.18; 407.51; 702.71; 154.97; 116.17; 137.50.